ORCA calculation (the ωB97M-V functional and the def2-TZVPD basis) on a 2-piece molecular cluster, C29H28NO overall at a distorted geometry.

* energy above the lowest of the compared OMol25 structures with the same formula, charge and spin: 31.8 kcal per mole
* E_LUMO: -5.86 eV
* net charge: +1

Each line ends with the Löwdin charge.
Cartesian coordinates (Å):
C: 1.375 -1.554 -1.009  0.008
C: 1.854 -1.895 0.380  -0.494
N: 2.428 -0.815 1.033  0.090
C: 2.755 -0.843 2.391  -0.259
C: 2.612 0.398 3.181  -0.111
C: 3.193 0.476 4.417  -0.013
C: 3.066 1.660 5.302  -0.167
C: 2.864 2.964 4.492  -0.135
C: 1.981 2.797 3.299  -0.164
C: 1.338 3.918 2.782  -0.034
C: 0.474 3.801 1.694  -0.079
C: 0.201 2.533 1.162  -0.090
C: 0.788 1.401 1.733  -0.049
C: 1.803 1.525 2.701  -0.109
C: 3.177 -2.012 2.921  0.111
O: 1.724 -3.012 0.873  0.038
H: 1.497 -0.490 -1.233  0.075
H: 1.941 -2.161 -1.722  0.096
H: 0.320 -1.833 -1.081  0.062
H: 2.369 0.064 0.543  0.121
H: 3.692 -0.394 4.851  0.107
H: 2.207 1.536 5.980  0.126
H: 3.954 1.752 5.940  0.117
H: 2.459 3.740 5.153  0.121
H: 3.855 3.323 4.172  0.131
H: 1.524 4.888 3.253  0.122
H: -0.003 4.692 1.284  0.103
H: -0.470 2.413 0.310  0.073
H: 0.434 0.409 1.455  0.108
H: 3.510 -2.012 3.951  0.058
H: 3.161 -2.930 2.370  0.058
C: -1.724 0.741 -2.305  0.064
C: -1.524 1.380 -3.589  -0.196
C: -1.435 2.801 -3.720  -0.004
C: -1.241 3.412 -4.959  -0.048
C: -1.137 2.627 -6.122  -0.032
C: -1.266 1.232 -6.039  -0.048
C: -1.445 0.618 -4.796  -0.004
C: -2.206 -0.564 -2.169  -0.066
C: -2.503 -1.192 -0.955  0.054
C: -2.812 -2.587 -0.814  -0.203
C: -3.199 -3.113 0.452  0.006
C: -3.438 -4.471 0.628  -0.040
C: -3.324 -5.355 -0.458  -0.018
C: -2.974 -4.860 -1.721  -0.042
C: -2.727 -3.500 -1.907  0.007
H: -1.661 1.366 -1.406  0.118
H: -1.621 3.415 -2.834  0.122
H: -1.183 4.504 -5.034  0.120
H: -0.943 3.097 -7.087  0.120
H: -1.238 0.618 -6.948  0.120
H: -1.613 -0.460 -4.758  0.108
H: -2.393 -1.127 -3.088  0.099
H: -2.639 -0.563 -0.071  0.139
H: -3.280 -2.421 1.294  0.126
H: -3.714 -4.852 1.612  0.121
H: -3.511 -6.420 -0.321  0.123
H: -2.891 -5.540 -2.572  0.119
H: -2.440 -3.125 -2.892  0.112